119
Properties=species:S:1:pos:R:3:forces:R:3:mulliken_charge:R:1 method="wB97M-V/def2-TZVPD" e_lumo_ev="-9.05 / -9.06" total_energy_ha=-6176.18987 homo_energy_ev="-15.0 / -15.0" total_charge=+3
In 0.27385 0.06449 -0.43183 0.960 -0.421 0.648 0.8241
F -3.89209 0.44582 2.74201 0.646 -0.171 -1.143 -0.4808
Ge -2.42203 0.74500 1.71805 -0.907 0.152 1.374 0.7908
C -2.24338 -0.95433 0.72869 -1.876 -1.109 -0.571 -0.7681
C -3.45654 -1.58589 0.68535 1.191 2.341 0.429 -1.0745
C -3.62696 -2.93908 0.11890 -2.127 -1.191 0.775 -0.2024
C -1.46644 -3.83129 1.26931 0.585 2.141 -0.278 -2.3697
C -0.69227 -2.83514 0.75097 2.420 -3.910 3.255 0.2980
C -1.09358 -1.69281 0.04307 -0.849 3.258 -2.405 1.8051
P -1.58310 -2.29219 -1.65853 -0.962 0.676 -0.254 0.3073
C -3.06022 -3.17684 -1.23155 0.892 -1.229 -0.888 0.7350
C -3.68183 -4.17554 -2.05147 0.242 0.396 0.611 -1.1253
C -4.11963 -5.39364 -1.53903 -0.445 1.317 -0.934 -0.7698
C -3.61884 -5.98175 -0.35672 0.020 -0.477 2.026 -0.5973
C -3.12950 -5.39780 0.78431 -0.857 -2.106 -0.523 -0.7782
C -2.99827 -3.96526 1.14082 1.329 -0.234 -0.899 0.7640
C -0.41276 -3.57063 -2.25656 0.037 0.321 -0.329 0.4896
C -0.93116 -4.36927 -3.27453 -0.299 -0.501 -0.263 -1.0683
C -0.46947 -5.68592 -3.44489 -0.234 0.333 -0.035 -0.6664
C 0.61439 -6.10506 -2.72458 0.871 2.018 1.399 -0.8609
C 1.32535 -5.15599 -1.91421 0.309 -0.800 -0.405 -0.7733
C 0.84172 -3.88139 -1.67644 -0.829 -0.371 -0.328 0.0016
C -3.15799 2.19810 0.60571 0.059 1.092 0.155 -0.2494
C -4.29391 2.83724 1.18521 0.346 -1.524 -0.291 -0.7323
C -4.97132 3.83069 0.52728 0.940 0.597 0.119 -1.0641
C -4.49726 4.28677 -0.68713 -0.255 0.712 -0.920 -0.6475
C -3.38802 3.75947 -1.28473 1.123 -1.350 0.553 -0.9236
C -2.66334 2.75054 -0.59186 -0.545 -0.449 -0.159 0.9184
P -1.01465 2.42402 -1.29091 0.346 -0.046 0.406 2.2228
C -0.19690 4.04147 -1.02471 0.341 0.953 -0.916 0.6292
C 0.58318 4.28675 0.09283 0.653 0.763 0.509 -0.3408
C 1.19649 5.55949 0.34061 -0.987 0.185 0.684 -0.4680
C 0.87542 6.65584 -0.47425 -0.491 -1.504 -0.231 -0.8129
C 0.05122 6.39354 -1.59752 0.504 0.349 -0.039 -0.8033
C -0.43117 5.13276 -1.93688 -0.031 -0.675 0.580 -0.7340
C -1.18121 2.29327 -3.08736 1.128 0.470 -0.275 0.2056
C -0.15901 2.81420 -3.92542 -0.146 -0.073 0.288 -0.4683
C -0.36500 2.86202 -5.30414 0.619 0.052 0.685 -0.6830
C -1.53166 2.37583 -5.83666 -0.731 -0.046 -0.600 -0.6321
C -2.47324 1.75146 -5.01117 0.603 0.357 -0.767 -0.9191
C -2.31878 1.72196 -3.64929 0.543 0.036 0.315 -0.6833
C -1.39134 1.22229 3.33370 1.282 0.479 0.355 0.0068
C -2.13587 1.85270 4.35316 2.035 -0.934 0.089 -0.3635
C -1.55851 2.17010 5.57781 0.018 0.410 -0.969 -1.2446
C -0.20379 2.08985 5.74924 1.543 -0.688 -0.018 -0.6853
C 0.61889 1.48789 4.78115 -1.493 -0.010 -0.792 -0.5718
C -0.00061 1.02859 3.58156 -0.101 0.861 0.528 -0.3794
P 1.07542 0.08983 2.47326 -0.441 -0.109 -0.286 2.5818
C 1.18983 -1.48105 3.40305 1.187 0.318 -0.798 0.6371
C 2.21848 -2.39337 3.04150 -0.792 -1.282 0.139 -0.6063
C 2.28105 -3.64119 3.70246 -0.863 0.609 0.164 -0.7880
C 1.41441 -3.93798 4.77642 0.167 1.855 0.191 -1.0087
C 0.53921 -2.91412 5.18936 0.366 -0.207 -0.714 -0.6151
C 0.37915 -1.70669 4.50693 -0.309 -0.538 0.153 -0.6820
C 2.73503 0.80478 2.55136 0.461 1.463 -0.942 -0.0892
C 2.99592 1.98727 1.78794 0.179 -1.439 1.258 -0.2625
C 4.24442 2.56550 1.84852 -0.148 1.869 -0.864 -0.2065
C 5.29559 2.04542 2.57286 -0.472 -1.227 0.455 -0.8350
C 5.07328 0.82782 3.21154 0.119 0.209 0.994 -0.9155
C 3.78718 0.25723 3.26538 0.202 0.035 -0.541 -0.1614
H -4.33711 -1.05944 1.10772 0.498 -0.712 -0.191 0.6710
H -4.74433 -3.12905 0.03891 1.295 -0.037 0.294 0.8586
H -0.95807 -4.56805 1.86992 -0.034 -0.300 -0.024 0.6831
H 0.42845 -2.95942 0.93933 -1.652 0.030 -0.086 0.5303
H -3.67584 -4.03564 -3.13587 -0.328 -0.028 0.423 0.5486
H -4.84057 -5.98205 -2.12770 0.907 0.009 -0.091 0.5108
H -3.67502 -7.07696 -0.34095 -0.082 0.418 0.062 0.4495
H -2.82992 -6.14325 1.58001 -0.128 1.116 -0.895 0.4246
H -3.44461 -3.86080 2.13573 -0.183 0.482 -0.103 0.7271
H -1.71950 -4.00301 -3.94498 0.147 -0.200 0.599 0.6382
H -0.99029 -6.40536 -4.06756 0.040 0.335 -0.262 0.4696
H 0.96512 -7.09887 -2.74628 0.323 -0.968 -0.208 0.5226
H 2.27815 -5.46321 -1.45727 -0.522 0.153 -0.248 0.4451
H 1.38818 -3.14422 -1.09002 -0.163 -0.352 0.125 0.5531
H -4.69647 2.43174 2.10537 0.099 0.175 0.046 0.4599
H -5.73435 4.38398 1.02073 -0.786 0.020 0.212 0.4422
H -4.95094 5.11492 -1.20818 -0.446 0.057 0.098 0.4776
H -3.02323 4.05926 -2.26468 -0.276 0.319 0.288 0.3439
H 0.67815 3.50749 0.84985 0.072 0.199 -0.136 0.2899
H 1.72129 5.74911 1.30631 -0.252 -0.436 -0.994 0.4642
H 1.18649 7.68655 -0.26646 0.028 -0.619 -0.027 0.4415
H -0.14416 7.25879 -2.21982 -0.262 -0.235 -0.240 0.4540
H -1.01077 4.94833 -2.86717 0.508 0.474 0.864 0.2888
H 0.77397 3.25045 -3.52822 -0.668 -0.345 -0.033 0.5679
H 0.40302 3.27804 -5.93935 -0.019 0.128 -0.048 0.5150
H -1.73243 2.53142 -6.90959 0.096 -0.424 0.631 0.4197
H -3.30089 1.29423 -5.48081 -0.976 -0.310 -0.256 0.5436
H -3.04202 1.27708 -2.99470 -0.469 -0.163 0.073 0.6332
H -3.13539 2.06371 4.23983 -2.158 0.226 -0.401 0.6338
H -2.12785 2.60417 6.36796 -0.551 0.201 0.272 0.4631
H 0.21380 2.46977 6.67130 0.197 -0.114 0.029 0.4474
H 1.68758 1.31993 4.89955 -0.246 0.253 0.240 0.4595
H 2.93893 -2.22675 2.21108 -0.745 0.136 0.609 0.5742
H 2.96678 -4.39292 3.37142 0.495 -0.161 -0.087 0.4970
H 1.51914 -4.80785 5.42252 -0.033 -0.052 -0.536 0.4862
H -0.06118 -2.99975 6.05500 -0.460 -0.550 0.850 0.5324
H -0.39927 -1.00351 4.88265 0.877 -0.559 -0.551 0.1781
H 2.20570 2.44326 1.23152 -0.310 0.238 -0.293 -0.3495
H 4.41238 3.54049 1.35213 -0.226 -0.612 0.169 0.4369
H 6.22750 2.57815 2.68556 0.108 -0.101 -0.188 0.4830
H 5.88782 0.41617 3.81591 -0.396 -0.104 -0.273 0.4444
H 3.54665 -0.64954 3.79215 0.608 -0.062 0.430 0.6578
O 0.50497 -0.46360 -2.90732 -0.333 -0.215 -0.613 -0.3487
H 0.02075 0.12496 -3.52319 0.218 -0.220 0.326 0.1814
H 0.42376 -1.36565 -3.30198 0.202 0.755 0.467 0.2199
C 4.63039 2.76826 -2.27962 -0.637 -0.399 -0.802 -1.3913
N 3.76047 1.83347 -1.57021 -0.276 -0.545 0.760 0.5016
C 3.84756 0.48499 -1.68897 0.563 0.662 -1.267 0.6002
S 2.97226 -0.56317 -0.58836 -0.554 0.473 -0.421 -0.1986
N 4.64776 0.00243 -2.68606 -0.916 0.858 1.085 -0.2924
C 5.07375 -1.38659 -2.82900 1.704 0.176 1.026 -0.8500
H 4.55197 3.77597 -1.92372 -0.308 0.325 0.484 0.3404
H 4.34750 2.77689 -3.32277 -0.187 0.204 -0.476 0.4635
H 5.66554 2.49965 -2.27407 0.709 -0.417 0.488 0.5025
H 3.14112 2.21302 -0.83541 0.771 -0.611 -0.639 -0.3203
H 5.07541 0.68613 -3.31887 -0.225 -0.435 0.539 0.2390
H 4.60541 -1.96257 -2.03355 -0.157 -0.167 -0.386 0.3250
H 6.18751 -1.44735 -2.63645 -1.148 0.129 -0.218 0.3058
H 4.91118 -1.76997 -3.82128 -0.429 -0.105 -0.263 0.2980